(1)
The following is a quantum chemistry calculation of one molecule with the formula C2HClFN, from the OMol25 dataset.

For the molar mass, the calculation gives 93.5 g/mol. Its structure (SMILES) is N#C[C@H](F)Cl. For the frontier orbital gap, the calculation gives 0.4573 Ha. The value obtained for the LUMO energy is 0.286 eV.

Last column: Löwdin charge in e.
Atoms and positions in Å:
C 0.31 0.21 0.18  -0.6633
C -0.91 -0.46 -0.21  -0.2045
H 0.39 0.50 1.20  0.1031
N -1.94 -0.93 -0.38  0.1914
F 0.30 1.38 -0.48  -0.0147
Cl 1.86 -0.70 -0.32  0.5881

---

(2)
The following is a quantum chemistry calculation of a 2-piece molecular cluster, C2HClFN3S overall, from the OMol25 dataset.

For the molar mass, the calculation gives 153.6 g/mol. For the frontier orbital gap (spin up / spin down), the calculation gives 0.2707 / 0.2725 Ha. The value obtained for the LUMO energy (spin up / spin down) is -0.771 / -0.749 eV.

Last column: Löwdin charge in e.
Atoms and positions in Å:
C -1.90 -0.46 -0.06  -1.2549
C 1.11 0.40 -0.14  -0.6231
N -0.92 1.43 0.53  0.1785
N 1.67 -0.37 0.65  0.1824
N 0.23 1.30 0.32  0.0102
F 1.68 0.71 -1.35  0.0433
S -1.12 -1.16 -1.24  0.7094
Cl -3.15 -0.83 0.90  0.6888
H 2.38 -1.03 0.39  0.0654